{"formula": "C34H41AsBNO2RuSi", "method": "the ωB97M-V functional and the def2-TZVPD basis", "symbols": ["Ru", "C", "Si", "C", "N", "C", "C", "C", "C", "C", "C", "C", "C", "C", "C", "C", "C", "C", "C", "C", "C", "C", "H", "H", "H", "H", "H", "H", "H", "H", "H", "H", "H", "H", "H", "H", "H", "H", "H", "H", "H", "H", "H", "H", "H", "H", "C", "As", "C", "C", "C", "C", "C", "C", "C", "C", "H", "H", "H", "H", "H", "H", "H", "H", "H", "H", "H", "H", "H", "O", "B", "O", "C", "C", "C", "C", "C", "C", "H", "H", "H", "H"], "positions_angstrom": [[-0.18, -0.04, -0.19], [-1.78, -1.18, 0.41], [-1.16, -1.60, 2.22], [0.74, -1.66, 2.06], [1.30, -0.49, 1.32], [2.55, -0.79, 0.54], [3.75, 0.02, 1.01], [3.83, -0.04, 2.53], [2.59, 0.61, 3.17], [1.44, 0.73, 2.16], [-1.68, -0.30, 3.42], [-2.71, 0.61, 3.16], [-3.08, 1.56, 4.10], [-2.43, 1.61, 5.33], [-1.41, 0.70, 5.61], [-1.04, -0.24, 4.67], [-1.74, -3.31, 2.60], [-2.54, -3.54, 3.73], [-2.96, -4.82, 4.03], [-2.61, -5.88, 3.22], [-1.82, -5.67, 2.09], [-1.40, -4.39, 1.78], [-2.61, -0.46, 0.33], [-2.14, -2.12, -0.01], [0.96, -2.56, 1.48], [1.24, -1.78, 3.02], [2.35, -0.62, -0.54], [2.75, -1.85, 0.65], [3.69, 1.06, 0.67], [4.64, -0.41, 0.55], [4.74, 0.44, 2.88], [3.90, -1.09, 2.83], [2.81, 1.62, 3.52], [2.26, 0.05, 4.04], [1.63, 1.57, 1.48], [0.49, 0.90, 2.67], [-3.24, 0.58, 2.21], [-3.88, 2.25, 3.89], [-2.72, 2.34, 6.07], [-0.92, 0.73, 6.57], [-0.26, -0.95, 4.91], [-2.83, -2.71, 4.37], [-3.58, -4.99, 4.91], [-2.94, -6.88, 3.46], [-1.55, -6.50, 1.45], [-0.79, -4.24, 0.89], [-1.17, 2.69, -2.62], [0.38, 1.85, -1.86], [1.37, 1.21, -3.39], [1.46, 3.30, -1.10], [1.80, 4.32, -2.14], [2.97, 4.21, -2.89], [3.27, 5.14, -3.87], [2.40, 6.20, -4.11], [1.24, 6.33, -3.36], [0.94, 5.39, -2.38], [-0.83, 3.44, -3.34], [-1.76, 3.18, -1.84], [-1.78, 1.93, -3.12], [1.59, 2.07, -4.03], [0.75, 0.50, -3.94], [2.29, 0.73, -3.08], [2.36, 2.83, -0.68], [0.88, 3.72, -0.28], [3.66, 3.39, -2.70], [4.18, 5.05, -4.44], [2.64, 6.93, -4.87], [0.57, 7.16, -3.53], [0.04, 5.51, -1.79], [-1.84, -0.63, -2.78], [-0.95, -1.09, -1.86], [-0.37, -2.29, -2.18], [-0.97, -2.63, -3.41], [-0.76, -3.74, -4.18], [-1.50, -3.81, -5.35], [-2.40, -2.81, -5.72], [-2.59, -1.69, -4.92], [-1.85, -1.63, -3.76], [-0.06, -4.52, -3.89], [-1.38, -4.67, -6.00], [-2.96, -2.91, -6.64], [-3.29, -0.91, -5.19]], "multiplicity": 5, "s2": 6.014, "homo_ev": [-13.7, -13.8], "gap_ev": [7.64, 5.31], "total_charge": 2}

***

{"formula": "C34H41BCl60N2O2S", "method": "the ωB97M-V functional and the def2-TZVPD basis", "symbols": ["C", "C", "C", "C", "C", "C", "B", "O", "C", "C", "C", "C", "C", "O", "C", "C", "N", "S", "N", "C", "H", "H", "H", "H", "H", "H", "H", "H", "H", "H", "H", "H", "H", "H", "H", "H", "H", "H", "H", "H", "H", "C", "Cl", "Cl", "Cl", "H", "C", "Cl", "Cl", "Cl", "H", "C", "Cl", "Cl", "Cl", "H", "C", "Cl", "Cl", "Cl", "H", "C", "Cl", "Cl", "Cl", "H", "C", "Cl", "Cl", "Cl", "H", "C", "Cl", "Cl", "Cl", "H", "C", "Cl", "Cl", "Cl", "H", "C", "Cl", "Cl", "Cl", "H", "C", "Cl", "Cl", "Cl", "H", "C", "Cl", "Cl", "Cl", "H", "C", "Cl", "Cl", "Cl", "H", "C", "Cl", "Cl", "Cl", "H", "C", "Cl", "Cl", "Cl", "H", "C", "Cl", "Cl", "Cl", "H", "C", "Cl", "Cl", "Cl", "H", "C", "Cl", "Cl", "Cl", "H", "C", "Cl", "Cl", "Cl", "H", "C", "Cl", "Cl", "Cl", "H", "C", "Cl", "Cl", "Cl", "H"], "positions_angstrom": [[5.84, 4.50, 3.55], [4.59, 5.16, 2.69], [3.97, 4.17, 1.54], [4.51, 4.52, 0.00], [5.33, 3.14, -0.47], [4.65, 1.91, -1.32], [3.06, 1.97, -1.80], [1.97, 1.20, -1.11], [2.64, 2.93, -3.10], [4.06, 3.24, -3.92], [5.64, 0.60, -1.64], [5.11, -0.75, -2.45], [4.33, -1.68, -1.30], [4.62, -3.13, -1.46], [7.23, 0.56, -1.12], [7.90, 1.80, -0.28], [9.27, 2.01, 0.32], [9.22, 3.63, 1.07], [7.56, 4.22, 0.80], [6.92, 3.08, 0.03], [6.81, 5.19, 3.43], [6.11, 3.47, 3.05], [5.56, 4.29, 4.68], [4.92, 6.15, 2.16], [3.75, 5.43, 3.47], [2.79, 4.13, 1.51], [4.32, 3.07, 1.84], [3.57, 4.72, -0.68], [5.30, 5.40, -0.01], [1.21, 1.05, -1.77], [1.81, 2.44, -3.79], [2.25, 4.01, -2.77], [3.86, 3.75, -4.98], [4.75, 3.94, -3.29], [4.63, 2.22, -4.11], [4.31, -0.52, -3.28], [6.00, -1.32, -2.94], [4.75, -1.38, -0.24], [3.17, -1.43, -1.42], [4.30, -3.56, -0.60], [7.88, -0.41, -1.35], [-1.59, -1.08, -1.47], [-1.89, -2.80, -1.79], [-0.75, -0.34, -2.84], [-3.10, -0.23, -1.13], [-0.94, -1.00, -0.59], [-5.48, -4.53, -0.86], [-4.71, -2.94, -1.00], [-5.62, -5.01, 0.84], [-7.07, -4.52, -1.64], [-4.85, -5.26, -1.38], [-6.25, 0.67, 1.15], [-6.56, -1.05, 0.83], [-5.41, 1.41, -0.23], [-7.77, 1.52, 1.48], [-5.61, 0.75, 2.03], [-3.17, 3.69, -3.14], [-1.68, 3.14, -3.93], [-4.33, 2.35, -3.00], [-2.82, 4.37, -1.54], [-3.62, 4.47, -3.76], [8.13, 6.50, -2.40], [6.71, 5.58, -2.93], [9.55, 6.06, -3.37], [7.82, 8.24, -2.51], [8.34, 6.25, -1.36], [5.36, -6.57, 1.07], [5.97, -7.05, 2.66], [3.86, -5.63, 1.24], [6.58, -5.64, 0.19], [5.14, -7.47, 0.50], [4.53, 6.76, -6.35], [3.20, 5.83, -7.06], [4.25, 7.03, -4.62], [6.08, 5.94, -6.61], [4.57, 7.74, -6.84], [-4.42, -1.93, -4.59], [-4.73, -3.65, -4.91], [-3.58, -1.19, -5.96], [-5.93, -1.08, -4.25], [-3.77, -1.86, -3.71], [-7.83, -0.58, 5.15], [-7.22, -1.07, 6.74], [-9.32, 0.35, 5.32], [-6.60, 0.35, 4.27], [-8.05, -1.49, 4.58], [-7.33, -6.07, -6.96], [-8.66, -7.01, -7.68], [-7.62, -5.81, -5.24], [-5.78, -6.89, -7.22], [-7.29, -5.10, -7.46], [-5.07, 7.28, -1.81], [-5.97, 7.86, -0.40], [-5.84, 5.83, -2.48], [-4.94, 8.54, -3.04], [-4.06, 7.01, -1.49], [-4.06, -2.07, 8.84], [-4.90, -1.03, 10.01], [-2.46, -1.42, 8.47], [-3.94, -3.72, 9.46], [-4.65, -2.09, 7.92], [10.05, -2.93, -2.20], [8.76, -3.87, -1.43], [9.37, -1.75, -3.33], [11.05, -2.12, -0.97], [10.69, -3.62, -2.76], [9.57, -4.66, 3.10], [9.26, -6.38, 2.78], [10.41, -3.92, 1.73], [8.06, -3.81, 3.44], [10.22, -4.58, 3.98], [-3.01, -3.05, 13.05], [-2.27, -4.42, 13.89], [-4.29, -2.33, 14.04], [-1.79, -1.84, 12.62], [-3.47, -3.42, 12.12], [-7.16, -6.11, 10.95], [-8.45, -7.04, 11.72], [-7.84, -4.92, 9.82], [-6.17, -5.30, 12.17], [-6.52, -6.79, 10.39], [-5.29, 6.48, 3.72], [-5.85, 5.19, 2.63], [-3.52, 6.46, 3.84], [-5.85, 8.06, 3.15], [-5.70, 6.30, 4.71], [-9.74, -8.95, -10.71], [-8.76, -10.42, -10.76], [-10.81, -8.87, -12.13], [-10.69, -8.88, -9.22], [-9.07, -8.09, -10.74], [-7.63, -1.00, -8.13], [-8.46, 0.04, -6.96], [-6.02, -0.35, -8.50], [-7.50, -2.65, -7.51], [-8.22, -1.02, -9.05], [0.74, -0.76, 5.64], [0.87, 0.95, 5.19], [0.99, -0.97, 7.38], [-0.83, -1.42, 5.15], [1.53, -1.31, 5.11]], "multiplicity": 1, "homo_ev": -8.1, "gap_ev": 6.64, "total_charge": 0}

***

{"formula": "C34H41CaN7O4S2Si", "method": "the ωB97M-V functional and the def2-TZVPD basis", "symbols": ["Ca", "C", "C", "N", "C", "C", "S", "C", "C", "N", "H", "H", "H", "H", "H", "H", "H", "H", "H", "H", "H", "H", "H", "H", "O", "C", "C", "C", "C", "C", "C", "C", "N", "C", "C", "N", "H", "H", "H", "H", "H", "H", "H", "O", "S", "O", "N", "C", "C", "C", "C", "C", "C", "C", "C", "N", "C", "C", "C", "C", "C", "C", "C", "H", "H", "H", "H", "H", "H", "H", "H", "H", "H", "H", "C", "Si", "C", "C", "O", "H", "H", "H", "H", "H", "H", "H", "H", "H", "N", "C"], "positions_angstrom": [[14.51, 9.28, 9.24], [15.45, 10.86, 6.13], [16.49, 11.94, 6.43], [16.50, 12.40, 7.78], [16.73, 13.80, 8.16], [15.47, 14.64, 8.35], [14.07, 13.57, 8.58], [13.54, 13.23, 6.88], [13.19, 11.76, 6.68], [14.30, 10.79, 7.06], [15.96, 9.86, 6.16], [15.13, 10.95, 5.08], [16.36, 12.78, 5.69], [17.47, 11.47, 6.16], [15.84, 11.91, 8.41], [17.35, 14.21, 7.34], [17.35, 13.76, 9.10], [15.27, 15.33, 7.50], [15.57, 15.26, 9.26], [14.36, 13.52, 6.18], [12.67, 13.80, 6.63], [12.92, 11.58, 5.64], [12.34, 11.53, 7.31], [13.85, 9.89, 6.79], [16.59, 9.18, 10.06], [17.67, 8.52, 10.06], [18.67, 8.76, 11.06], [19.91, 8.24, 10.92], [20.31, 7.46, 9.84], [19.36, 7.07, 8.90], [18.02, 7.51, 9.05], [17.07, 7.02, 8.08], [15.82, 7.46, 7.85], [15.27, 6.66, 6.85], [16.21, 5.72, 6.46], [17.34, 5.96, 7.18], [18.38, 9.33, 11.93], [20.60, 8.39, 11.73], [21.38, 7.18, 9.68], [19.63, 6.47, 8.01], [14.24, 6.81, 6.58], [16.18, 4.98, 5.68], [18.20, 5.45, 7.18], [11.10, 9.35, 11.85], [11.58, 10.34, 10.91], [11.78, 9.96, 9.51], [13.11, 10.96, 11.22], [13.34, 11.52, 12.42], [12.41, 11.81, 13.46], [12.78, 12.61, 14.53], [14.07, 13.13, 14.64], [15.09, 12.78, 13.76], [16.42, 13.24, 13.89], [17.35, 12.82, 12.95], [16.91, 12.07, 11.85], [15.65, 11.66, 11.65], [14.74, 11.98, 12.62], [10.27, 11.59, 10.90], [9.05, 11.18, 11.36], [7.97, 12.08, 11.35], [8.14, 13.38, 10.89], [9.39, 13.72, 10.36], [10.48, 12.86, 10.43], [11.43, 11.38, 13.34], [12.06, 12.90, 15.25], [14.34, 13.78, 15.48], [16.74, 13.91, 14.69], [18.38, 13.16, 13.00], [17.60, 11.73, 11.09], [8.95, 10.15, 11.69], [6.99, 11.75, 11.66], [7.34, 14.12, 10.92], [9.58, 14.70, 9.91], [11.47, 13.16, 10.09], [10.81, 9.06, 6.74], [11.69, 7.61, 7.64], [10.71, 6.99, 9.13], [11.89, 6.28, 6.30], [13.24, 8.10, 7.97], [9.88, 8.64, 6.29], [11.46, 9.40, 5.90], [10.50, 9.91, 7.39], [9.62, 7.14, 9.02], [11.02, 7.45, 10.10], [10.91, 5.89, 9.24], [10.90, 5.90, 5.98], [12.51, 5.42, 6.57], [12.36, 6.75, 5.43], [14.71, 7.05, 12.19], [14.62, 7.71, 11.23]], "multiplicity": 1, "homo_ev": -1.5, "gap_ev": 5.42, "total_charge": -2}

***

{"formula": "C34H41ClN4P2Pt", "method": "the ωB97M-V functional and the def2-TZVPD basis", "symbols": ["Pt", "C", "C", "C", "C", "C", "C", "C", "C", "C", "H", "H", "H", "H", "H", "H", "H", "H", "H", "H", "H", "H", "H", "H", "H", "P", "P", "N", "N", "N", "N", "C", "C", "C", "C", "C", "C", "C", "C", "C", "C", "C", "C", "C", "C", "C", "C", "C", "C", "H", "H", "H", "H", "H", "H", "H", "H", "H", "H", "H", "H", "H", "H", "H", "H", "H", "H", "H", "H", "Cl", "C", "C", "C", "C", "C", "C", "C", "H", "H", "H", "H", "H", "H"], "positions_angstrom": [[-0.44, -2.54, -2.04], [-1.13, 2.41, -1.39], [-1.72, 1.74, -2.39], [-1.21, 1.73, -3.80], [0.17, 1.11, -4.19], [1.37, 1.09, -3.30], [1.65, 2.04, -2.42], [1.01, 3.41, -2.46], [-0.29, 3.60, -1.65], [1.48, -2.36, -1.48], [-1.21, 2.09, -0.35], [-2.56, 1.07, -2.18], [-1.24, 2.72, -4.27], [-1.92, 1.10, -4.37], [0.03, 0.06, -4.51], [0.42, 1.68, -5.09], [1.98, 0.18, -3.36], [2.49, 1.94, -1.73], [0.86, 3.72, -3.51], [1.75, 4.09, -2.00], [-0.01, 4.03, -0.69], [-0.87, 4.39, -2.14], [1.59, -1.29, -1.24], [2.01, -2.63, -2.42], [1.74, -3.03, -0.65], [1.55, -1.22, -6.30], [-2.31, -0.40, -6.32], [2.87, -0.07, -6.77], [2.15, -2.45, -7.44], [-2.42, 1.26, -7.07], [-3.76, -0.92, -7.21], [0.34, -0.43, -7.45], [-1.04, -1.12, -7.48], [4.03, 0.05, -5.99], [4.93, 0.89, -6.64], [4.33, 1.28, -7.88], [3.08, 0.67, -7.94], [2.51, -3.74, -7.05], [2.87, -4.46, -8.19], [2.74, -3.58, -9.31], [2.32, -2.35, -8.83], [-2.84, 2.41, -6.37], [-2.67, 3.53, -7.18], [-2.17, 3.05, -8.43], [-2.03, 1.68, -8.34], [-4.50, -0.31, -8.24], [-5.42, -1.22, -8.75], [-5.26, -2.44, -8.02], [-4.24, -2.24, -7.10], [0.71, -0.41, -8.49], [0.26, 0.63, -7.13], [-1.43, -1.10, -8.51], [-0.95, -2.18, -7.18], [4.10, -0.46, -5.05], [5.91, 1.15, -6.29], [4.76, 1.91, -8.65], [2.34, 0.70, -8.73], [2.44, -4.03, -6.01], [3.20, -5.49, -8.21], [2.91, -3.82, -10.35], [2.09, -1.44, -9.36], [-3.22, 2.35, -5.36], [-2.89, 4.55, -6.90], [-1.95, 3.66, -9.30], [-1.72, 0.97, -9.08], [-4.32, 0.71, -8.52], [-6.11, -1.02, -9.56], [-5.82, -3.35, -8.16], [-3.81, -2.89, -6.36], [0.66, 0.77, 0.56], [-0.08, -0.45, 1.55], [0.21, -0.34, 2.91], [-0.18, -1.33, 3.79], [-0.83, -2.45, 3.29], [-1.13, -2.57, 1.93], [-0.87, -1.51, 1.02], [-1.36, -1.50, -0.44], [0.80, 0.51, 3.23], [0.09, -1.22, 4.84], [-1.08, -3.26, 3.98], [-1.64, -3.47, 1.57], [-2.44, -1.73, -0.50], [-1.16, -0.49, -0.83]], "multiplicity": 5, "s2": 6.031, "homo_ev": [-11.8, -11.8], "gap_ev": [6.37, 2.41], "total_charge": 2}

***

{"formula": "C34H41ClN6O4PZr", "method": "the ωB97M-V functional and the def2-TZVPD basis", "symbols": ["Zr", "N", "C", "N", "C", "N", "N", "C", "C", "C", "C", "C", "C", "N", "C", "C", "C", "C", "C", "C", "H", "H", "H", "H", "H", "H", "H", "H", "H", "H", "H", "C", "C", "C", "C", "N", "C", "C", "H", "H", "H", "H", "H", "H", "H", "C", "C", "C", "C", "P", "C", "C", "C", "C", "C", "C", "C", "C", "C", "C", "H", "H", "H", "H", "H", "H", "H", "H", "H", "H", "H", "H", "H", "H", "H", "H", "H", "H", "H", "H", "H", "H", "H", "O", "Cl", "O", "O", "O"], "positions_angstrom": [[-0.01, -0.30, -0.04], [-1.21, 0.02, 4.57], [-0.66, -0.46, 3.47], [-0.48, 0.23, 2.37], [-0.77, 1.58, 2.41], [-0.27, 2.34, 1.47], [0.53, 1.70, 0.58], [1.64, 2.26, 0.24], [2.59, 1.50, -0.54], [3.83, 2.01, -0.91], [4.76, 1.15, -1.50], [4.39, -0.17, -1.72], [3.11, -0.59, -1.37], [2.23, 0.21, -0.78], [-1.52, 2.14, 3.51], [-1.97, 3.47, 3.57], [-2.65, 3.91, 4.68], [-2.87, 3.07, 5.77], [-2.39, 1.77, 5.76], [-1.73, 1.30, 4.63], [-1.27, -0.55, 5.41], [-0.31, -1.49, 3.50], [1.93, 3.24, 0.62], [4.07, 3.04, -0.73], [5.74, 1.50, -1.75], [5.08, -0.87, -2.17], [2.81, -1.61, -1.56], [-1.77, 4.12, 2.74], [-3.03, 4.92, 4.71], [-3.40, 3.44, 6.63], [-2.54, 1.13, 6.61], [0.39, 0.18, -6.66], [0.39, 0.08, -5.19], [0.44, 1.21, -4.37], [0.37, 1.08, -3.00], [0.19, -0.10, -2.35], [0.23, -1.20, -3.15], [0.34, -1.15, -4.52], [0.16, 1.18, -7.00], [-0.32, -0.53, -7.09], [1.37, -0.09, -7.05], [0.51, 2.19, -4.81], [0.44, 1.97, -2.38], [0.17, -2.16, -2.65], [0.36, -2.07, -5.09], [-2.96, -2.67, -0.72], [-3.53, -1.37, -1.28], [-3.02, -1.21, -2.71], [-5.05, -1.43, -1.28], [-2.78, -0.01, -0.15], [-3.75, -0.34, 1.38], [-3.25, -1.29, 2.28], [-3.97, -1.65, 3.40], [-5.21, -1.08, 3.65], [-5.72, -0.16, 2.76], [-5.01, 0.20, 1.63], [-3.31, 1.74, -0.76], [-4.61, 1.83, -1.55], [-2.15, 2.20, -1.65], [-3.36, 2.70, 0.43], [-3.26, -3.50, -1.36], [-3.34, -2.88, 0.28], [-1.86, -2.64, -0.69], [-3.42, -2.03, -3.31], [-1.94, -1.27, -2.74], [-3.35, -0.29, -3.18], [-5.37, -2.36, -1.75], [-5.49, -0.62, -1.85], [-5.47, -1.41, -0.27], [-2.31, -1.78, 2.07], [-3.58, -2.41, 4.07], [-5.77, -1.37, 4.53], [-6.70, 0.27, 2.93], [-5.46, 0.89, 0.94], [-4.54, 1.31, -2.51], [-4.80, 2.88, -1.78], [-5.47, 1.45, -1.01], [-2.03, 1.54, -2.51], [-1.22, 2.24, -1.07], [-2.36, 3.20, -2.03], [-4.10, 2.42, 1.18], [-3.62, 3.69, 0.07], [-2.39, 2.77, 0.92], [1.51, -3.62, 1.24], [0.94, -2.44, 0.85], [-0.44, -2.27, 1.24], [0.86, -2.26, -0.58], [1.60, -1.27, 1.34]], "multiplicity": 1, "homo_ev": -16.4, "gap_ev": 6.23, "total_charge": 3}

***

no.,electronic energy (eV)
1,-113468.85577
2,-805842.31592
3,-102535.93243
4,-76205.45287
5,-76116.63938